Molecular formula: C5H8O4
Method: DFT, ωB97M-V with the def2-TZVPD basis set

Last column: natural (NBO) charge in e.
Cartesian coordinates (Å):
O: 1.70 -0.43 -0.71  -0.753
O: -0.81 2.77 -0.27  -0.642
O: 1.23 0.10 1.42  -0.738
O: 0.94 1.83 -1.28  -0.623
C: -0.65 0.42 -0.24  -0.196
C: -1.89 -0.04 -0.33  -0.336
C: 0.82 -0.56 0.26  0.620
C: -0.16 1.69 -0.69  0.779
C: 0.34 -1.99 0.46  -0.675
H: -2.15 -1.04 -0.02  0.204
H: -0.42 -2.06 1.24  0.208
H: 1.20 -2.59 0.75  0.228
H: -0.06 -2.38 -0.48  0.236
H: 1.22 -0.48 2.19  0.478
H: -2.68 0.55 -0.79  0.202
H: -0.24 3.55 -0.40  0.503
H: 1.59 0.66 -1.12  0.504

The energy above the lowest of the compared OMol25 structures with the same formula, charge and spin comes out at 42.6 kcal per mole. For the calculated total energy, the calculation gives -13503.23631 eV.

Molecular formula: C23H17ClF5N3O2
Method: DFT, ωB97M-V with the def2-TZVPD basis set

Last column: natural (NBO) charge in e.
Cartesian coordinates (Å):
Cl: 1.66 3.76 1.89  0.035
F: 5.65 0.66 -1.86  -0.315
F: 5.25 -3.49 0.28  -0.323
F: 5.88 2.70 -1.21  -0.320
F: 6.23 1.09 0.17  -0.320
F: -7.10 -1.65 0.04  -0.323
O: -0.81 -0.23 2.35  -0.619
O: -0.72 1.50 -1.55  -0.622
N: -0.33 -0.90 0.23  -0.626
N: -2.19 2.25 -0.01  -0.600
N: 1.82 0.58 -0.45  -0.426
C: -4.87 -1.03 -0.39  -0.272
C: -3.31 2.38 -0.92  -0.247
C: 3.07 0.57 -0.84  0.085
C: 3.93 -3.24 0.34  0.398
C: 1.22 -2.72 0.46  -0.056
C: 3.42 -2.60 1.45  -0.280
C: 2.06 -2.34 1.50  -0.180
C: -4.34 1.30 -0.67  -0.052
C: -6.61 0.64 -0.24  -0.279
C: -5.67 1.63 -0.47  -0.192
C: -0.07 1.43 0.78  -0.456
C: 2.22 2.52 0.84  -0.068
C: 3.98 1.52 -0.41  -0.176
C: 5.43 1.49 -0.83  0.976
C: 3.12 -3.62 -0.72  -0.286
C: -0.23 -2.33 0.50  -0.242
C: 3.55 2.52 0.45  -0.155
C: -3.95 -0.03 -0.63  -0.187
C: 1.77 -3.35 -0.65  -0.186
C: 1.37 1.51 0.38  0.230
C: -1.01 1.74 -0.40  0.701
C: -0.43 -0.01 1.23  0.707
C: -6.19 -0.68 -0.20  0.402
H: -0.80 -2.87 -0.26  0.204
H: 1.13 -3.64 -1.47  0.215
H: -0.66 -2.51 1.48  0.240
H: 0.12 -0.58 -0.62  0.445
H: 4.08 -2.31 2.26  0.233
H: 3.36 -0.23 -1.52  0.219
H: -7.65 0.87 -0.08  0.231
H: -4.58 -2.07 -0.35  0.230
H: -2.89 2.28 -1.93  0.247
H: 1.64 -1.84 2.36  0.227
H: -2.91 -0.28 -0.79  0.227
H: -2.40 2.30 0.98  0.405
H: 4.22 3.29 0.79  0.247
H: -3.75 3.37 -0.81  0.204
H: -5.99 2.66 -0.50  0.214
H: -0.27 2.11 1.61  0.258
H: 3.56 -4.12 -1.57  0.232

The energy above the lowest of the compared OMol25 structures with the same formula, charge and spin comes out at 1.0 kcal per mole. For the calculated total energy, the calculation gives -58804.22431 eV.

Molecular formula: C43H81F5NO14
Method: DFT, ωB97M-V with the def2-TZVPD basis set

Last column: Löwdin spin population.
Cartesian coordinates (Å):
F: 2.36 -4.96 3.45  0.001
F: 5.36 -4.91 2.47  0.003
F: 5.70 -3.40 4.43  0.000
F: 2.94 -3.23 4.97  0.000
F: 4.68 -5.53 4.65  0.000
O: -3.37 -1.09 -5.26  0.000
O: 1.56 5.89 2.41  0.000
O: -3.58 -2.43 -7.03  0.000
O: 4.58 6.12 6.86  0.000
O: -0.45 5.66 3.36  0.000
O: 0.66 0.61 -2.19  0.000
O: -8.40 -2.64 -5.92  0.000
O: 5.32 -3.71 -0.27  0.561
O: -2.00 5.09 -0.40  0.000
O: -0.29 -3.32 -0.10  0.000
O: 3.90 8.20 6.39  0.000
O: -8.14 -0.41 -5.90  0.000
O: -2.38 -4.03 0.24  0.000
O: 0.45 -0.73 -3.96  0.000
N: 4.63 -2.56 -0.23  0.342
C: -3.52 -5.87 1.35  0.000
C: -1.09 -4.25 -0.07  0.000
C: 6.61 -1.97 1.32  -0.003
C: -1.58 2.97 1.10  0.000
C: 3.16 -2.84 -0.33  0.022
C: -0.58 2.55 2.33  0.000
C: 2.21 -1.57 -0.73  -0.001
C: 3.26 -3.76 3.59  0.000
C: -0.33 -1.42 -4.95  0.000
C: -8.73 -1.40 -5.47  0.000
C: 1.32 -0.87 3.67  0.000
C: 1.25 6.57 4.75  0.000
C: -1.38 0.81 -3.39  0.000
C: 4.67 7.46 7.00  0.000
C: 5.67 8.02 7.97  0.000
C: -1.38 6.43 -0.67  0.000
C: 1.40 -2.16 2.68  0.000
C: -1.16 4.54 0.69  0.000
C: 3.90 5.58 3.00  0.000
C: 2.72 -3.66 1.01  0.020
C: 2.95 -2.73 2.38  0.001
C: -4.37 -3.12 -8.02  0.000
C: -5.41 -0.90 -6.46  0.000
C: -9.88 -1.26 -4.52  0.000
C: -0.03 0.21 -3.12  0.000
C: -0.52 0.90 2.60  0.000
C: -4.44 -2.32 -9.31  0.000
C: -8.88 -3.87 -5.34  0.000
C: -0.40 -0.62 -6.24  0.000
C: 5.55 5.18 7.35  0.000
C: 5.27 4.82 8.80  0.000
C: -4.06 -1.49 -6.19  0.000
C: 1.06 0.57 2.92  0.000
C: 4.78 -4.35 3.71  0.000
C: 2.87 6.48 2.34  0.000
C: 0.71 6.04 3.45  0.000
C: 2.99 -3.93 -1.60  0.001
C: -0.63 -5.66 -0.29  0.000
C: -3.44 -5.00 0.11  0.000
C: 5.16 -0.12 0.19  0.008
C: 5.03 -1.64 0.88  0.023
C: -10.22 -4.25 -5.93  0.000
C: 4.01 -1.52 2.15  0.016
H: 4.50 0.00 -0.77  0.001
H: 5.01 0.74 0.99  0.001
H: 2.32 -1.23 -1.85  0.000
H: -5.87 -0.62 -5.51  0.000
H: -2.17 7.31 -0.59  0.000
H: 0.52 2.84 2.00  0.000
H: -1.32 -1.68 -4.56  0.000
H: -0.56 6.68 0.16  0.000
H: -2.61 -6.45 1.50  0.000
H: 4.69 -1.45 3.13  0.002
H: 6.01 8.99 7.60  0.000
H: -0.27 -6.07 0.66  0.000
H: 3.25 -4.70 1.07  0.003
H: -1.22 5.23 1.66  0.000
H: 6.57 5.54 7.20  0.000
H: 2.35 -0.71 0.05  0.000
H: 4.90 6.00 2.89  0.000
H: 3.88 4.58 2.55  0.000
H: -8.90 -3.81 -4.24  0.000
H: 0.44 -1.00 4.46  0.000
H: -8.14 -4.64 -5.59  0.000
H: 3.11 6.57 1.27  0.000
H: -9.68 -0.40 -3.87  0.000
H: 7.00 -0.94 1.78  0.000
H: 5.97 4.06 9.15  0.000
H: -3.66 -5.26 2.24  0.000
H: -0.95 -1.17 -7.01  0.000
H: 1.56 -3.91 0.88  0.001
H: 1.57 5.74 5.37  0.000
H: -1.25 0.55 3.44  0.000
H: -10.99 -3.51 -5.71  0.000
H: 3.52 -0.43 2.06  0.000
H: 0.44 7.11 5.26  0.000
H: 3.57 -3.56 -2.55  0.000
H: 1.52 1.42 3.59  0.000
H: 7.31 -2.17 0.39  -0.001
H: 5.35 5.69 9.45  0.000
H: 2.88 7.49 2.74  0.000
H: 4.25 4.43 8.91  0.000
H: -6.11 -1.58 -6.94  0.000
H: 5.19 8.15 8.94  0.000
H: -3.86 -4.07 -8.22  0.000
H: -2.07 0.12 -3.87  0.000
H: 1.08 -1.95 -0.62  0.000
H: -5.36 -3.38 -7.63  0.000
H: -1.83 1.08 -2.44  0.000
H: -10.56 -5.22 -5.53  0.000
H: 0.83 -1.87 1.68  0.000
H: 1.85 -3.98 -1.86  0.000
H: 6.57 7.41 8.08  0.000
H: -0.78 3.14 3.33  0.000
H: -0.89 0.34 -6.09  0.000
H: -5.29 0.00 -7.08  0.000
H: -10.79 -1.08 -5.08  0.000
H: 0.18 -2.37 -5.15  0.000
H: 0.61 -0.41 -6.61  0.000
H: -1.46 2.31 0.14  0.000
H: -1.40 -6.31 -0.71  0.000
H: -0.05 4.55 0.30  0.000
H: -3.43 -2.11 -9.68  0.000
H: -4.99 -2.88 -10.08  0.000
H: -4.36 -6.57 1.27  0.000
H: -1.25 1.70 -4.01  0.000
H: -10.16 -4.33 -7.02  0.000
H: 3.69 5.45 4.06  0.000
H: 0.72 -3.02 3.17  0.000
H: 0.19 -5.65 -1.01  0.000
H: 6.70 -2.76 2.17  0.000
H: -4.93 -1.36 -9.16  0.000
H: -4.37 -4.44 0.00  0.000
H: -3.32 -5.59 -0.81  0.000
H: 2.06 7.28 4.63  0.000
H: -10.01 -2.11 -3.85  0.000
H: -0.85 0.41 1.56  0.000
H: -0.80 6.44 -1.71  0.000
H: 6.29 0.01 -0.18  0.000
H: 2.32 -0.76 4.30  0.000
H: 5.45 4.28 6.74  0.000
H: -2.69 3.03 1.48  0.000
H: 3.30 -5.03 -1.27  -0.001
H: 1.63 0.64 1.88  0.000

For the calculated total energy, the calculation gives -89635.27196 eV. Its spin multiplicity is 2.

Molecular formula: C4H7NO
Method: DFT, ωB97M-V with the def2-TZVPD basis set

Last column: natural (NBO) charge in e.
Cartesian coordinates (Å):
O: -1.95 -2.32 0.40  -0.514
N: 0.27 0.25 -0.60  -0.384
C: -1.58 -1.29 -0.13  0.438
C: 1.70 0.29 -0.36  -0.415
C: -0.53 -0.40 0.43  -0.207
C: -0.58 1.08 0.20  -0.232
H: -0.13 1.69 0.99  0.198
H: -1.44 1.53 -0.30  0.206
H: 1.97 0.85 0.55  0.174
H: 2.20 0.76 -1.21  0.209
H: -2.01 -0.94 -1.09  0.112
H: 2.08 -0.72 -0.26  0.204
H: -0.03 -0.76 1.33  0.212

The energy above the lowest of the compared OMol25 structures with the same formula, charge and spin comes out at 52.3 kcal per mole. For the calculated total energy, the calculation gives -7797.37596 eV.

Molecular formula: C21H27IN3O8RuS2Te
Method: DFT, ωB97M-V with the def2-TZVPD basis set

Last column: Löwdin spin population.
Cartesian coordinates (Å):
I: 1.72 1.41 3.94  0.000
Te: 1.06 1.89 0.62  0.001
Ru: -0.25 -0.31 3.19  0.005
S: -1.43 -1.65 4.81  0.000
S: -1.63 0.35 4.98  0.000
O: 1.00 -1.27 1.59  0.000
O: -5.36 -1.76 -4.20  0.181
O: 0.08 -1.76 4.74  0.001
O: -1.84 -1.85 3.38  0.000
O: -1.40 0.40 1.47  0.044
O: -0.24 0.75 -0.42  0.016
O: -2.06 -2.53 5.76  0.000
O: -6.49 -2.28 -2.37  0.188
N: -5.47 -1.79 -2.93  0.180
N: 2.48 -2.89 2.13  0.000
N: 0.34 -3.46 1.41  0.000
C: 0.23 3.73 -1.74  0.000
C: 2.80 4.22 -2.68  0.000
C: 0.00 -4.46 2.42  0.000
C: 3.02 -4.19 1.83  0.000
C: 1.72 4.80 -3.34  0.000
C: -3.30 -0.71 -2.77  0.062
C: -4.45 -1.27 -2.16  0.066
C: -2.38 -0.20 -0.59  0.104
C: -3.52 -0.77 0.02  0.014
C: 2.63 3.39 -1.58  0.000
C: 1.94 5.70 -4.53  0.000
C: -2.30 -0.19 -1.99  0.012
C: -1.31 0.33 0.25  0.041
C: -1.18 3.54 -1.27  0.000
C: 3.42 -1.90 2.62  0.000
C: -0.80 -3.03 0.61  0.001
C: -4.53 -1.29 -0.74  0.067
C: 1.34 3.12 -1.11  0.000
C: 3.85 2.79 -0.92  0.000
C: 0.45 4.54 -2.85  0.000
C: 1.25 -2.48 1.72  0.000
H: -0.47 -2.36 -0.18  0.001
H: -3.57 -0.79 1.10  0.000
H: 4.12 -1.60 1.83  0.000
H: 2.35 -4.74 1.18  0.000
H: -1.57 2.57 -1.57  0.000
H: -3.25 -0.71 -3.85  0.007
H: 3.18 -4.78 2.74  0.000
H: 0.87 -4.70 3.03  0.000
H: 0.99 5.98 -4.98  0.000
H: -1.83 4.31 -1.68  0.000
H: 3.99 -4.08 1.33  0.000
H: 3.77 1.70 -0.88  0.000
H: -0.78 -4.07 3.09  0.000
H: 4.75 3.07 -1.46  0.000
H: 3.99 -2.33 3.45  0.000
H: 2.46 6.62 -4.24  0.000
H: -1.24 -3.92 0.15  0.000
H: 3.95 3.13 0.11  0.000
H: -0.40 5.00 -3.34  0.000
H: -5.41 -1.73 -0.29  0.007
H: -1.42 0.22 -2.47  -0.001
H: 2.89 -1.02 2.97  0.000
H: 2.55 5.20 -5.29  0.000
H: -1.24 3.58 -0.18  0.000
H: -0.35 -5.36 1.93  0.000
H: 3.81 4.41 -3.04  0.000
H: -1.56 -2.53 1.21  0.000

The energy above the lowest of the compared OMol25 structures with the same formula, charge and spin comes out at 14.8 kcal per mole. For the calculated total energy, the calculation gives -82712.92386 eV. Its spin multiplicity is 2. The total charge is -2.